1.
Entry from the Open Molecules 2025 dataset: C7H13BFNO3Si in the gas phase at a distorted geometry (ωB97M-V/def2-TZVPD).

Geometry as XYZ:
```
27
Properties=species:S:1:pos:R:3:forces:R:3:lowdin_charge:R:1
C 0.69377 -1.68340 3.53296 -0.4 0.0 0.1 0.055
C 0.43079 -1.07899 2.52406 0.2 0.0 -0.1 -0.177
Si 0.01383 -0.15400 0.99283 0.0 0.3 0.0 0.697
C 1.59169 0.33203 0.06791 0.0 -0.2 0.2 -0.213
C 2.13838 -0.62767 -1.00584 0.3 -0.2 0.2 -0.210
O 2.37214 0.05989 -2.25103 -0.3 0.5 0.2 -0.058
C 1.32457 0.16262 -3.10345 -0.1 -0.4 -0.4 -0.352
O 0.80625 -0.75828 -3.65818 0.0 0.0 0.2 0.096
B -1.38412 -1.20524 -0.02961 -0.4 -0.3 0.1 -0.567
N -1.12461 -1.89030 -1.30032 -0.2 -0.1 0.4 0.105
O -2.63570 -1.29330 0.57694 0.1 0.3 -1.0 0.083
C -0.80212 1.49251 1.53109 0.2 0.0 -0.2 -0.424
C -1.24081 2.35532 0.34671 0.1 -0.1 0.2 -0.075
F -1.93532 1.21716 2.32471 0.0 0.0 0.0 -0.085
H 0.76857 -2.19270 4.46589 0.2 0.0 -0.1 0.024
H 1.45734 1.32724 -0.35965 0.0 0.0 -0.1 0.077
H 2.35439 0.45869 0.84121 0.0 0.1 0.0 0.080
H 3.12324 -0.97497 -0.70161 0.0 -0.1 -0.1 0.120
H 1.51509 -1.50657 -1.17151 -0.1 0.1 -0.2 0.100
H 1.00292 1.19866 -3.29134 0.3 0.1 0.1 0.141
H -1.18264 -2.89803 -1.13982 0.3 0.0 -0.2 0.083
H -1.89800 -1.70079 -1.93866 0.0 -0.1 0.0 0.077
H -3.13275 -0.46624 0.54789 0.0 0.0 0.7 0.093
H -0.10773 2.05059 2.16535 0.0 0.0 0.1 0.113
H -1.09400 3.41558 0.54742 -0.1 0.0 0.0 0.077
H -2.30160 2.18054 0.16460 0.0 0.0 0.0 0.081
H -0.69879 2.10793 -0.56845 0.0 0.0 0.0 0.059
```
Positions in Å, forces in eV/Å.

Output
SMILES: C#C[Si@@](CCOC=O)(B(N)O)[C@@H](C)F
HOMO (eV): -9.41
Energy (a.u.): -969.19091
2S+1: 1
LUMO (Ha): 0.0117
Maximum force (eV/Å): 1.1


2.
Entry from the Open Molecules 2025 dataset: 3 unconnected molecules or ions with the total composition C19H29FO10P2S at a distorted geometry (ωB97M-V/def2-TZVPD).

Geometry as XYZ:
```
62
Properties=species:S:1:pos:R:3:forces:R:3:lowdin_charge:R:1
O -6.72555 1.57929 -5.37062 4.0 -3.4 6.8 -0.012
C -6.09286 1.06399 -4.31053 -2.3 1.5 -4.0 -0.149
C -6.74128 1.13572 -2.77042 2.2 0.0 4.1 -0.030
F -8.19706 1.07656 -2.47772 4.5 0.3 -1.4 -0.053
C -5.82327 1.23719 -1.56558 -1.6 -0.2 -3.5 0.080
C -4.19019 1.32042 -1.80251 3.5 1.8 1.3 -0.218
O -3.33307 2.05212 -1.08618 -5.6 -4.5 -3.9 -0.025
C -3.60822 0.38534 -3.06075 0.3 -1.3 -2.0 0.014
C -2.14308 -0.38047 -2.99201 -1.8 -0.2 -3.1 -0.052
C -1.15269 -0.32584 -1.65632 -0.8 -0.8 -0.5 -0.158
C -1.98420 -0.87393 -0.33481 -0.2 0.8 0.1 -0.272
C -1.53379 -2.38496 0.15184 -1.5 1.7 1.0 -0.530
S -2.85676 -3.56289 -0.56413 0.0 0.1 0.0 0.576
C -1.68858 -1.26419 -4.32951 -3.4 1.6 -0.7 0.001
C -2.63692 -1.36667 -5.69285 -1.1 2.6 4.6 -0.039
C -4.09512 -0.59092 -5.67553 2.0 0.2 2.4 -0.006
C -4.61634 0.28313 -4.39023 3.2 -1.6 0.5 -0.025
H -6.21176 1.25707 -0.45391 0.7 0.2 -2.6 0.136
H -0.67782 0.73679 -1.48159 -1.2 -2.1 -0.5 0.109
H -0.26317 -1.08085 -1.81623 -1.8 1.6 0.0 0.109
H -3.15894 -0.94051 -0.53391 2.7 0.4 0.3 0.073
H -1.85716 -0.04505 0.49356 -0.1 -1.9 -1.4 0.117
H -0.45492 -2.69933 -0.17497 -2.3 0.4 0.5 0.086
H -1.68331 -2.41561 1.32444 0.7 -0.1 -2.4 0.074
H -4.12223 -2.89650 -0.55854 2.0 -0.2 0.3 -0.110
H -0.66085 -1.85962 -4.35587 -2.4 1.5 0.3 0.097
H -2.24124 -1.99217 -6.59918 -1.1 1.4 1.9 0.086
H -4.76320 -0.68815 -6.63146 1.3 0.3 2.2 0.096
C 3.78787 2.23301 -2.78398 0.0 0.9 -0.1 -0.133
O 3.96702 1.54551 -1.55249 1.6 -1.9 2.9 -0.329
P 2.84429 1.82685 -0.26665 -6.3 3.7 -6.9 0.778
O 1.67517 1.41274 -1.16609 0.9 -0.9 1.3 -0.267
O 3.10140 3.45394 -0.40108 0.3 -0.6 1.1 -0.277
C 4.35877 3.94910 0.02484 0.4 0.4 0.0 -0.135
O 1.72155 2.10806 1.01914 2.9 -1.7 0.5 -0.254
C 2.19072 2.79187 2.16320 -0.2 0.5 0.9 -0.136
H 3.83283 1.50739 -3.59842 0.0 -0.2 0.3 0.094
H 2.84248 2.77648 -2.83839 0.1 -0.2 0.1 0.087
H 4.61183 2.94309 -2.90582 -0.1 0.0 0.0 0.082
H 4.79783 4.53947 -0.78330 0.0 -0.1 0.1 0.092
H 5.04446 3.13851 0.28907 0.1 0.2 -0.1 0.086
H 4.21640 4.59400 0.89491 0.1 0.0 0.0 0.085
H 2.10819 3.87084 2.00665 0.2 -0.1 -0.1 0.088
H 3.22365 2.51168 2.38665 -0.2 0.2 0.3 0.087
H 1.55872 2.52158 3.01305 0.2 -0.1 -0.1 0.092
C 3.03347 -2.21011 6.80118 -0.7 -0.6 0.0 -0.135
O 3.63891 -1.79789 5.58264 2.4 0.2 -2.9 -0.331
P 2.65576 -1.04982 4.37150 -6.6 1.9 7.3 0.776
O 2.21389 0.03001 5.36449 1.2 0.0 -1.4 -0.258
O 1.60899 -2.32724 4.43532 0.6 0.2 -1.1 -0.280
C 2.05941 -3.56177 3.90555 0.0 -0.6 0.0 -0.135
O 1.67270 -0.30167 3.16041 3.1 -0.9 -0.8 -0.255
C 1.44382 -1.01888 1.96467 -0.4 -0.1 -0.8 -0.144
H 3.62607 -1.82466 7.63311 0.1 0.1 -0.3 0.094
H 2.00206 -1.86741 6.90524 0.2 0.1 -0.1 0.086
H 3.04880 -3.30378 6.84143 0.0 0.1 0.1 0.082
H 1.92582 -4.33993 4.66120 0.1 0.1 -0.1 0.092
H 3.11449 -3.51838 3.61928 0.0 -0.2 0.1 0.085
H 1.46162 -3.81697 3.02766 0.1 0.0 0.0 0.083
H 0.58390 -1.68204 2.09217 0.2 -0.1 0.0 0.071
H 2.33182 -1.58839 1.67745 -0.2 -0.1 -0.2 0.089
H 1.20886 -0.30509 1.17093 0.1 -0.1 0.1 0.064
```
Positions in Å, forces in eV/Å.

Output
SMILES: O=C1C(F)=CC(=O)c2c(CCCS)cccc21.COP(=O)(OC)OC.COP(=O)(OC)OC
HOMO (eV): -8.76
ΔE to the lowest compared entry with this formula, charge and spin (eV): 13.768
Energy (a.u.): -2673.79968
2S+1: 1
LUMO (Ha): -0.1233
Maximum force (eV/Å): 10.1


3.
Entry from the Open Molecules 2025 dataset: a molecular structure, C13H37NiO19P4 at a distorted geometry (ωB97M-V/def2-TZVPD).

Geometry as XYZ:
```
74
Properties=species:S:1:pos:R:3:forces:R:3:lowdin_charge:R:1
Ni 9.08755 8.47400 25.42866 0.2 0.8 -0.8 0.843
O 7.71849 6.35667 28.37420 1.0 3.1 -2.2 0.221
C 8.17474 7.12659 27.34529 -0.4 -3.0 0.2 -0.687
O 8.75902 6.51521 26.42442 0.6 0.7 -1.2 0.165
O 8.02285 8.37516 27.22437 0.4 -0.5 0.0 0.116
H 7.52906 7.19075 28.81011 -1.4 -0.2 2.8 0.131
C 4.46530 7.68194 25.94870 0.1 0.8 1.5 -0.096
O 4.63562 8.36277 24.74580 2.7 0.6 -3.2 -0.204
P 5.95354 8.03889 23.81203 -0.9 -2.6 2.1 0.519
O 7.30749 8.49282 24.38027 -2.2 -1.3 -0.5 -0.251
O 5.78613 6.45981 23.51493 1.7 0.8 0.7 -0.239
C 4.94831 5.75580 22.57722 -1.2 0.1 -0.6 -0.062
O 5.57963 8.54417 22.43334 -0.1 0.7 -0.7 -0.164
C 5.40949 9.93395 22.24707 -0.3 1.5 -1.9 -0.058
H 3.66232 6.95267 25.84152 0.4 -0.2 0.3 0.112
H 4.21382 8.48842 26.63750 -0.5 -0.4 0.4 0.104
H 5.42821 7.33430 26.32296 -0.2 -0.8 0.0 0.072
H 5.11962 5.85401 21.50525 1.0 0.8 0.1 0.093
H 3.92180 6.11236 22.66235 -0.1 -0.3 0.5 0.098
H 5.03032 4.67765 22.71495 0.0 0.2 0.8 0.101
H 6.37416 10.39491 22.03483 0.0 0.2 0.8 0.083
H 4.78675 10.40891 23.00517 0.4 -0.1 0.2 0.108
H 4.88463 10.04952 21.29878 -0.3 -0.2 0.1 0.106
C 13.04672 6.30910 21.89925 2.0 -0.8 0.5 -0.106
O 11.97725 7.19556 22.11971 -3.0 -0.1 2.3 -0.179
P 10.87608 6.65649 23.19987 1.4 -3.6 -1.0 0.582
O 10.19418 7.71540 23.98157 -0.2 0.0 0.0 -0.251
O 9.89104 5.80112 22.26529 0.1 1.2 0.7 -0.194
C 8.64983 5.26750 22.80830 -0.4 0.2 -1.5 -0.060
O 11.64313 5.46368 24.10235 -1.2 3.2 -1.8 -0.266
C 10.99893 4.39787 24.86966 1.1 1.4 0.3 -0.035
H 13.72223 6.45514 22.74214 0.3 -0.2 -0.2 0.087
H 13.58479 6.56074 20.98533 -0.5 0.1 0.0 0.108
H 12.76015 5.25785 21.92826 -0.2 0.1 -0.4 0.094
H 8.20479 5.91895 23.56040 0.7 -0.8 0.9 0.060
H 8.81219 4.19046 22.84987 -0.2 0.2 1.2 0.109
H 7.84722 5.35500 22.07600 0.4 0.2 -0.8 0.084
H 11.66003 4.40824 25.73623 -0.1 -0.8 0.0 0.096
H 11.09756 3.51534 24.23758 -0.6 -0.1 0.5 0.108
H 10.03630 4.71260 25.27264 -0.3 -0.4 -0.6 0.069
C 11.76325 12.69287 24.16976 0.1 0.6 0.5 -0.050
O 10.37352 12.64998 23.79848 -0.4 -1.1 0.0 -0.233
P 9.54978 11.32291 23.57354 -0.8 2.6 -4.4 0.477
O 9.33321 10.46749 24.74770 -0.2 -1.1 0.4 -0.221
O 8.18786 11.94219 22.87267 1.6 -0.6 1.3 -0.254
C 8.08599 13.28242 22.20474 0.3 -1.1 0.9 -0.012
O 10.28487 10.61131 22.33891 0.1 -1.0 2.0 -0.222
C 10.86027 11.26679 21.20259 -0.7 -0.1 -0.7 -0.059
H 12.28981 11.76244 24.38220 -0.7 -0.5 0.0 0.093
H 11.68513 13.28688 25.08033 0.9 0.2 -0.2 0.103
H 12.32290 13.14269 23.34967 -0.2 0.4 0.3 0.099
H 8.64605 14.00115 22.80296 -0.2 0.0 -0.2 0.086
H 7.01282 13.47214 22.22495 0.3 0.2 -0.2 0.095
H 8.48878 13.21756 21.19397 -0.1 -0.1 0.1 0.088
H 11.80428 10.84755 20.85448 0.3 -0.1 1.0 0.098
H 10.93795 12.33439 21.40826 0.0 -0.1 -0.5 0.088
H 10.21722 10.97602 20.37189 -0.3 0.8 -0.1 0.100
C 12.33032 10.55167 28.38508 0.2 0.2 0.3 -0.045
O 12.95784 9.34145 27.85793 -1.6 -1.2 -1.4 -0.206
P 12.16471 8.21351 27.00019 3.1 -2.8 0.1 0.597
O 10.89517 8.60858 26.33833 0.3 0.4 0.7 -0.259
O 13.26232 7.51780 25.91552 -1.6 1.7 2.2 -0.224
C 14.68424 7.47375 26.20453 1.4 1.3 0.1 -0.092
O 11.98881 6.89332 27.96044 0.0 2.6 -1.8 -0.221
C 11.30533 6.99049 29.20838 0.8 -1.7 1.0 -0.090
H 12.93385 11.40257 28.06911 0.0 -0.2 -0.1 0.097
H 12.35659 10.49118 29.47308 0.1 -0.1 -0.1 0.098
H 11.29649 10.69816 28.07229 0.1 -0.3 -0.3 0.085
H 15.17736 8.43314 26.04798 -0.6 0.5 -0.5 0.083
H 15.25117 6.83165 25.53043 -0.9 -0.5 0.0 0.096
H 15.03361 7.33236 27.22730 -1.0 -0.9 0.3 0.094
H 10.90043 5.98571 29.32912 -0.7 0.2 0.0 0.099
H 10.56072 7.76864 29.37609 0.1 0.1 -0.5 0.094
H 12.07756 6.98867 29.97764 -0.1 0.7 0.2 0.101
```
Positions in Å, forces in eV/Å.

Output
HOMO (alpha / beta) (eV): -15.73 / -15.72
Energy (a.u.): -4820.56356
⟨S²⟩: 3.761
2S+1: 4
Net charge: +2
LUMO (alpha / beta) (Ha): -0.1602 / -0.3751
Maximum force (eV/Å): 5.1